# 1
Formula: C30H84O22P4
Source: OMol25
Level of theory: ωB97M-V/def2-TZVPD

## Properties
SMILES: COP(=O)(OC)OC.COP(=O)(OC)OC.COP(=O)(OC)OC.COP(=O)(OC)OC.CC(C)O.CC(C)O.CC(C)O.CC(C)O.CC(C)O.CC(C)O
E_HOMO in eV: -9.17

Structure (XYZ):
```
140
Properties=species:S:1:pos:R:3:mulliken_charge:R:1
C -3.87187 0.60822 6.29763 -1.32
C -3.31395 1.90044 5.63089 0.41
C -2.99155 1.64893 4.13622 -0.17
O -4.30670 2.84044 5.87270 -0.56
H -3.16889 -0.22042 6.28437 0.31
H -4.80784 0.26232 5.85586 0.29
H -4.09049 1.00266 7.28927 0.39
H -2.38960 2.20748 6.12819 0.23
H -2.67203 2.60020 3.71813 0.02
H -3.75842 1.24164 3.45996 0.11
H -2.15810 0.94423 4.01781 -0.03
H -4.10231 3.66268 5.40372 0.32
C 4.66040 2.31565 -0.82879 -0.60
C 3.93127 3.21120 -1.79145 0.01
C 2.44447 2.78425 -2.06000 -0.23
O 4.00269 4.55678 -1.34202 -0.63
H 5.65913 2.71067 -0.70260 0.24
H 4.64081 1.28142 -1.18646 0.36
H 4.17140 2.25467 0.14813 -0.16
H 4.40722 3.22874 -2.78264 0.32
H 2.01313 3.43733 -2.82343 0.36
H 1.77592 2.96335 -1.21839 -0.19
H 2.42784 1.74326 -2.37924 0.13
H 3.54134 4.66791 -0.50089 0.50
C 2.01703 -2.90695 -2.99824 -0.05
C 1.43214 -3.93531 -2.08658 0.58
C 2.45144 -4.56004 -1.11699 -1.09
O 0.27093 -3.42006 -1.38692 -0.42
H 2.90978 -3.33297 -3.50672 0.65
H 2.33636 -2.03807 -2.41683 -0.15
H 1.32121 -2.60452 -3.76084 -0.71
H 1.13398 -4.78725 -2.71624 0.36
H 1.95024 -5.23794 -0.42921 0.31
H 2.96025 -3.76654 -0.54403 -0.20
H 3.23251 -5.06991 -1.68029 0.51
H 0.55844 -2.73778 -0.76347 -0.29
C -3.62294 2.42600 -4.64988 -1.73
C -3.24464 1.62074 -3.44789 2.16
C -2.98828 2.52478 -2.24003 -1.35
O -4.32469 0.72085 -3.19211 -0.67
H -3.87258 1.76855 -5.49504 0.37
H -2.79868 3.04639 -5.03152 0.31
H -4.50505 3.02864 -4.46841 0.43
H -2.33838 1.02873 -3.56353 -0.82
H -2.01306 2.98986 -2.35409 0.41
H -3.04030 1.99965 -1.28825 0.01
H -3.81956 3.22840 -2.13161 0.45
H -4.07001 0.22856 -2.37552 0.45
C 0.32291 -3.87557 2.52478 -1.37
C 0.22822 -2.72868 3.51938 1.56
C -1.17793 -2.47073 4.03324 -1.07
O 1.12133 -3.06810 4.57616 -0.62
H -0.25339 -3.62424 1.65065 0.13
H -0.03565 -4.77903 3.00333 0.53
H 1.37659 -4.04392 2.23579 0.21
H 0.52221 -1.81996 2.96464 -0.44
H -1.64481 -3.33921 4.49960 0.38
H -1.88068 -2.33137 3.21656 -0.07
H -1.17101 -1.60885 4.69726 0.42
H 0.92268 -2.44021 5.28371 0.39
C -0.28695 -0.23922 -1.50896 0.91
C 0.29317 -0.11115 -0.10896 1.12
C -0.84676 -0.05475 0.94472 0.90
O 1.12626 -1.27529 0.20462 0.94
H -0.98580 -1.05041 -1.52098 -1.46
H 0.47946 -0.42760 -2.28304 -0.23
H -0.90173 0.66128 -1.72960 0.07
H 0.87612 0.79797 -0.00832 0.05
H -1.66483 0.55523 0.51065 -1.28
H -0.55775 0.42453 1.87430 -0.39
H -1.18824 -1.09387 0.97217 -0.14
H 2.06493 -1.03675 0.32578 0.01
C 7.26019 0.61115 1.70069 -0.89
O 5.83390 0.45175 1.59923 -0.39
P 5.20691 -0.90379 1.22073 -0.78
O 3.82210 -0.71056 0.80496 1.06
O 6.17930 -1.40826 0.03715 -0.30
C 5.90587 -2.75479 -0.42341 -0.51
O 5.47202 -1.87221 2.37471 -0.23
C 4.56410 -2.07746 3.47496 -0.59
H 7.42094 1.33206 2.50100 0.29
H 7.65268 1.02443 0.76887 0.26
H 7.83695 -0.26194 2.01224 0.36
H 5.86976 -3.46104 0.39542 0.32
H 6.77542 -3.00775 -1.02312 0.34
H 5.00120 -2.81092 -1.00818 0.04
H 5.00075 -2.87486 4.08407 0.26
H 3.58756 -2.36039 3.18438 0.17
H 4.57891 -1.12974 3.98736 0.32
C -5.23893 -1.30090 2.77973 -0.69
O -4.28777 -0.88188 1.81917 0.39
P -4.39000 -1.38274 0.33575 -0.35
O -3.74371 -0.53828 -0.68359 0.39
O -5.92895 -1.56401 0.10541 -0.40
C -6.63970 -0.69530 -0.82108 -0.59
O -3.76158 -2.82061 0.45178 -0.29
C -3.41722 -3.51535 -0.74839 -0.47
H -4.90787 -0.81462 3.68087 0.01
H -5.21910 -2.34408 3.04471 0.34
H -6.26919 -1.04900 2.54100 0.30
H -6.19470 -0.56362 -1.80302 0.18
H -6.74299 0.28304 -0.34344 0.29
H -7.59674 -1.17537 -0.93830 0.30
H -3.31904 -4.52775 -0.38365 0.32
H -2.48180 -3.16797 -1.15731 0.00
H -4.19621 -3.50629 -1.51856 0.33
C 1.23580 6.56410 2.93096 -0.80
O 0.33178 5.63736 2.17662 -0.44
P 0.96602 4.33874 1.68162 0.40
O 2.24449 4.52386 0.99855 -0.68
O -0.07165 3.58646 0.78480 0.44
C -1.45948 3.49018 1.07432 -0.35
O 1.07093 3.51244 2.98434 -0.32
C 1.79262 2.28509 3.01405 -0.13
H 2.19667 6.63025 2.42214 0.31
H 1.26939 6.21487 3.94886 0.27
H 0.73973 7.53769 2.86862 0.24
H -1.95956 3.99776 0.26258 0.25
H -1.72141 3.94093 2.04023 0.33
H -1.78630 2.46932 1.03781 -0.02
H 2.15373 2.08896 4.02448 0.41
H 2.68289 2.26889 2.35835 0.12
H 1.09244 1.48472 2.75364 -0.12
C -2.29925 -2.13342 -4.40524 -0.27
O -1.23052 -2.09772 -5.34544 -0.31
P -0.71310 -0.70855 -5.98388 0.64
O -1.80668 0.22070 -6.35064 -0.72
O 0.21989 -0.07604 -4.93392 0.02
C 0.27584 1.34864 -4.79553 -0.09
O 0.23423 -1.19193 -7.10939 -0.38
C 1.47518 -1.81963 -6.75384 -0.46
H -2.55143 -3.18415 -4.31115 0.37
H -3.16104 -1.55990 -4.68600 0.38
H -1.96251 -1.82089 -3.40111 -0.08
H 1.21609 1.72565 -5.21954 0.27
H 0.26914 1.50953 -3.71668 -0.25
H -0.54882 1.84287 -5.29975 0.34
H 1.41355 -2.35680 -5.80227 0.11
H 2.26917 -1.09851 -6.61056 0.23
H 1.77073 -2.48032 -7.54932 0.35
```


# 2
Formula: C30H85AsF6N11O9
Source: OMol25
Level of theory: ωB97M-V/def2-TZVPD

## Properties
Charge: -2
⟨S²⟩: 0.75
2S+1: 2
E_HOMO (spin up / spin down) in eV: 0.95 / -3.72

Structure (XYZ):
```
142
Properties=species:S:1:pos:R:3:lowdin_spin:R:1
As 0.59168 1.49824 0.38256 0.18
F 1.82625 1.33593 -0.94524 0.09
F 1.80933 2.63574 1.25760 0.13
F -0.66015 1.71698 1.67827 0.13
F -0.38769 0.38861 -0.57115 0.09
F 1.43817 0.14241 1.20785 0.12
F -0.21327 2.81676 -0.48144 0.11
C -2.37432 4.81653 2.47647 0.00
O -2.82283 6.01953 2.37896 0.00
N -3.03841 3.82215 2.00907 0.01
N -1.20146 4.47282 2.94917 0.01
H -2.64675 2.93850 2.30212 0.00
H -3.97225 3.99875 1.66725 0.00
H -0.81722 3.57038 2.70823 0.01
H -0.64009 5.12118 3.48264 0.00
C 1.53190 6.13682 -0.75417 0.00
O 2.47614 5.68124 -1.35947 0.00
N 1.23581 7.42014 -0.75828 0.00
N 0.74416 5.45851 0.02359 0.00
H 1.64164 8.21342 -1.23378 0.00
H 0.43013 7.60369 -0.17751 0.00
H 0.17092 5.89919 0.72879 0.00
H 0.54553 4.49460 -0.20341 0.00
C 4.56960 2.55788 -0.09544 0.00
C 4.71885 2.25564 -1.58789 0.00
C 4.97315 0.74418 -1.66868 0.00
O 5.13236 0.40547 -3.03282 0.00
C 5.36094 -1.00677 -2.96924 0.00
N 3.59635 2.69209 -2.41007 0.00
H 3.93682 1.85715 0.44923 0.00
H 4.13768 3.47327 0.30905 0.00
H 5.56506 2.52524 0.34737 0.00
H 5.59558 2.78053 -1.96728 0.00
H 4.09251 0.17364 -1.37362 0.00
H 5.88500 0.46424 -1.14117 0.00
H 6.25679 -1.42411 -2.50949 0.00
H 5.31494 -1.18793 -4.04310 0.00
H 4.58331 -1.56779 -2.45092 0.00
H 3.20604 3.29735 -1.70196 0.00
H 3.00958 1.90934 -2.15888 0.00
C 1.90077 1.21768 4.67597 0.01
C 3.31742 0.72385 4.77547 0.00
C 3.45101 -0.92872 4.42783 0.00
O 2.92669 -1.84157 5.42298 0.00
C 1.67622 -2.35040 5.15251 0.00
N 3.94711 1.64881 3.84573 0.00
H 1.34055 0.52551 5.30458 0.00
H 1.48267 1.10754 3.67539 0.00
H 1.78158 2.28563 4.85867 0.00
H 3.56433 0.79413 5.83481 0.00
H 4.52826 -1.08819 4.47471 0.00
H 3.07940 -1.20923 3.44227 0.00
H 0.94143 -1.54589 5.18341 0.00
H 1.32039 -2.98230 5.96626 0.00
H 1.84365 -2.96205 4.26598 0.00
H 3.45585 1.84053 2.98433 0.00
H 4.68283 1.11141 3.40981 0.00
C 4.36258 -0.40989 -7.35294 0.00
C 3.72821 0.69934 -6.34435 0.00
C 2.52959 0.02933 -5.54120 0.00
O 1.70453 0.93980 -4.78824 0.00
C 0.65412 0.37227 -3.98988 0.00
N 4.77396 1.31345 -5.53734 0.00
H 4.59764 -1.32111 -6.80292 0.00
H 5.18287 -0.11480 -8.00727 0.00
H 3.55746 -0.73177 -8.01345 0.00
H 3.36118 1.36184 -7.12824 0.00
H 2.83563 -0.76255 -4.85756 0.00
H 1.83260 -0.47950 -6.20708 0.00
H 0.06085 1.19074 -3.58215 0.00
H 1.04910 -0.05696 -3.06910 0.00
H -0.07455 -0.34481 -4.36796 0.00
H 5.58502 1.22594 -6.13285 0.00
H 4.85873 0.81141 -4.66506 0.00
C -6.66537 -2.05268 5.09207 0.00
C -6.19288 -1.62076 3.72970 0.00
C -4.71244 -1.33581 3.77466 0.00
O -4.24014 -1.05219 2.50026 0.00
C -2.94247 -0.53061 2.50579 0.01
N -6.42977 -2.63028 2.78379 0.00
H -7.71898 -2.32363 5.02434 0.00
H -6.70376 -1.25621 5.83522 0.00
H -6.10858 -2.89413 5.50442 0.00
H -6.70747 -0.71989 3.39546 0.00
H -4.20943 -2.23070 4.14108 0.00
H -4.52045 -0.51149 4.46149 0.00
H -2.84192 0.37805 3.09936 0.00
H -2.65094 -0.61758 1.45911 0.00
H -2.29257 -1.19048 3.08052 0.00
H -5.88861 -3.46789 2.94395 0.00
H -5.94657 -2.20184 2.00722 0.00
C 2.23144 -3.13804 0.94947 0.00
C 0.89006 -3.83341 1.27910 0.00
C 1.01977 -5.25591 1.97878 0.00
O 1.61147 -6.19871 1.09695 0.00
C 2.05138 -7.38877 1.65268 0.00
N 0.03929 -2.86921 1.96200 0.00
H 2.80517 -3.80506 0.30603 0.00
H 2.76003 -2.88349 1.86810 0.00
H 1.96092 -2.16963 0.52864 0.00
H 0.52648 -4.03208 0.27091 0.00
H 0.04705 -5.61111 2.31900 0.00
H 1.57904 -5.14922 2.90826 0.00
H 2.08254 -8.05929 0.79388 0.00
H 1.13932 -7.65777 2.18550 0.00
H 2.87316 -7.58707 2.34076 0.00
H -0.48468 -2.28288 1.32815 0.00
H 0.72296 -2.26018 2.38836 0.00
C -3.90123 1.89511 -3.67071 0.00
C -3.79065 2.79122 -2.46335 0.00
C -3.75768 1.97387 -1.05408 0.00
O -5.09036 1.60497 -0.66034 0.00
C -5.78066 2.81492 -0.12439 0.00
N -2.54874 3.51673 -2.64426 0.00
H -4.00063 2.48131 -4.58426 0.00
H -4.82297 1.34642 -3.47724 0.00
H -2.99660 1.28733 -3.68939 0.00
H -4.63423 3.47594 -2.55073 0.00
H -3.13551 2.52065 -0.34553 0.00
H -3.26628 1.02093 -1.25034 0.00
H -6.78632 2.40415 -0.03487 0.00
H -6.08240 3.67202 -0.72641 0.00
H -5.44310 3.00730 0.89401 0.00
H -1.85979 2.81808 -2.88374 0.00
H -2.30623 3.84556 -1.72059 0.00
C -2.61257 -1.30804 -2.58884 0.00
C -3.16409 -2.59721 -1.92468 0.00
C -2.02116 -3.32900 -1.14153 0.00
O -1.55034 -4.29835 -2.08630 0.00
C -0.66399 -5.32984 -1.70891 0.00
N -4.08952 -2.26152 -0.86064 0.00
H -2.14538 -1.57358 -3.53717 0.00
H -1.84273 -0.74342 -2.06286 0.00
H -3.40221 -0.58842 -2.80494 0.00
H -3.64708 -3.31857 -2.58381 0.00
H -2.30167 -3.88679 -0.24806 0.00
H -1.18752 -2.69486 -0.83986 0.00
H -0.64566 -5.49773 -0.63208 0.00
H 0.34775 -5.10803 -2.04845 0.00
H -0.84897 -6.34515 -2.05965 0.00
H -3.71218 -1.64003 -0.15959 0.00
H -4.83427 -1.73749 -1.29749 0.00
```


# 3
Formula: C30H90BrMnNO18
Source: OMol25
Level of theory: ωB97M-V/def2-TZVPD

## Properties
⟨S²⟩: 8.75
2S+1: 6
E_HOMO (spin up / spin down) in eV: -9.33 / -9.33
ΔE to the lowest compared entry with this formula, charge and spin in eV: 0.000

Structure (XYZ):
```
141
Properties=species:S:1:pos:R:3:lowdin_spin:R:1
Mn -2.96393 0.83355 -0.87721 4.70
Br -0.66993 0.48932 0.13654 0.06
N -3.76936 2.26825 -3.02745 0.00
O -2.60421 2.13074 -2.62783 0.04
O -4.59047 1.56698 -2.46026 0.03
O -4.07227 2.97276 -3.94527 0.01
C 3.01712 3.54082 1.30771 0.00
C 3.54257 4.66618 0.35402 0.00
O 3.89710 4.07207 -0.87402 0.00
H 2.12970 3.02976 0.93432 0.00
H 2.71127 3.96707 2.26315 0.00
H 3.72173 2.71917 1.43619 0.00
H 4.40461 5.13136 0.83215 0.00
H 2.85588 5.49944 0.20489 0.00
H 3.15525 3.53938 -1.16982 0.00
C 0.07539 -1.39591 -4.91116 0.00
C -0.73703 -0.12943 -5.01666 0.00
O -0.19625 0.80204 -5.90323 0.00
H 0.13775 -1.90812 -5.87128 0.00
H -0.30783 -2.09728 -4.16999 0.00
H 1.05506 -1.19988 -4.47538 0.00
H -0.76444 0.31461 -4.02159 0.00
H -1.78459 -0.30969 -5.25798 0.00
H -0.62679 1.64119 -5.72420 0.00
C -0.03669 5.28387 -1.51931 0.00
C 1.15496 5.73636 -2.36974 0.00
O 1.38311 7.13020 -2.16254 0.00
H -0.86005 5.98852 -1.63605 0.00
H 0.26139 5.22232 -0.47267 0.00
H -0.41071 4.33263 -1.89793 0.00
H 1.01680 5.64168 -3.44680 0.00
H 2.06863 5.23302 -2.05358 0.00
H 2.01522 7.42320 -2.82299 0.00
C -0.72965 -7.15462 -1.19085 0.00
C -0.17851 -5.76758 -0.84683 0.00
O -0.44262 -4.88092 -1.91170 0.00
H -1.78153 -7.02214 -1.44401 0.00
H -0.65068 -7.80400 -0.31897 0.00
H -0.26528 -7.62663 -2.05669 0.00
H 0.86774 -5.77679 -0.54125 0.00
H -0.74845 -5.47594 0.03533 0.00
H -0.27176 -3.97228 -1.65329 0.00
C 4.63543 -0.21086 -2.42280 0.00
C 5.91549 -0.92180 -1.96855 0.00
O 6.81448 -0.99939 -3.01380 0.00
H 3.83531 -0.28715 -1.68653 0.00
H 4.27398 -0.57822 -3.38326 0.00
H 4.86208 0.83616 -2.62401 0.00
H 5.63500 -1.95602 -1.76904 0.00
H 6.37589 -0.50404 -1.07323 0.00
H 7.46466 -0.30670 -2.87576 0.00
C -3.63482 4.76100 -0.35513 0.00
C -2.72298 3.81137 0.37016 0.00
O -3.38157 2.55020 0.40179 0.04
H -3.17865 5.73858 -0.51118 0.00
H -4.55722 5.01816 0.16559 0.00
H -3.85609 4.25259 -1.29356 0.00
H -2.55617 4.18176 1.38164 0.00
H -1.75253 3.60595 -0.08165 0.00
H -3.93632 2.57124 1.18500 0.00
C 2.36432 2.84502 -3.81441 0.00
C 1.42584 2.18428 -2.80505 0.00
O 1.89037 2.25481 -1.48909 0.00
H 1.94323 2.77132 -4.81708 0.00
H 3.35819 2.39751 -3.80695 0.00
H 2.52856 3.91549 -3.69105 0.00
H 1.39171 1.13552 -3.10009 0.00
H 0.39811 2.53912 -2.88226 0.00
H 1.41128 1.75803 -0.82179 0.00
C -1.78618 -0.58620 5.19343 0.00
C -0.51630 -0.02449 4.49068 0.00
O 0.08456 0.98897 5.27032 0.00
H -2.41518 0.24744 5.50568 0.00
H -1.55136 -1.21265 6.05396 0.00
H -2.43519 -1.14931 4.52276 0.00
H -0.77072 0.49917 3.56918 0.00
H 0.22982 -0.80272 4.33016 0.00
H 0.60933 0.57364 5.95860 0.00
C 0.00585 5.02163 2.94288 0.00
C 0.05431 3.54296 3.22840 0.00
O 1.09402 3.35638 4.15487 0.00
H 0.93459 5.40743 2.52253 0.00
H -0.15831 5.60034 3.85185 0.00
H -0.74130 5.26699 2.18811 0.00
H 0.22565 2.98108 2.31023 0.00
H -0.88826 3.21506 3.66675 0.00
H 0.96273 2.51927 4.60612 0.00
C -1.86479 -3.84689 3.18996 0.00
C -2.30605 -3.50392 1.73489 0.00
O -3.35460 -2.58210 1.80122 0.00
H -1.12771 -4.64616 3.11264 0.00
H -2.71265 -4.19751 3.77844 0.00
H -1.37866 -3.00296 3.67941 0.00
H -2.68741 -4.33267 1.13837 0.00
H -1.43467 -3.13850 1.19152 0.00
H -4.12681 -3.10279 2.03396 0.00
C -3.75063 -3.21678 -1.69475 0.00
C -2.57213 -2.23136 -1.81439 0.00
O -2.99346 -0.89700 -2.13031 0.04
H -4.46204 -3.25427 -2.51972 0.00
H -4.24832 -3.05877 -0.73797 0.00
H -3.31674 -4.21125 -1.59058 0.00
H -1.86307 -2.57504 -2.56753 0.00
H -1.93236 -2.14360 -0.93628 0.00
H -3.45424 -1.04523 -2.95935 0.00
C 4.09695 -1.06526 2.66254 0.00
C 2.88129 -0.28151 2.14367 0.00
O 1.73727 -1.15590 2.11331 0.00
H 5.00759 -0.49313 2.84003 0.00
H 4.37583 -1.82129 1.92855 0.00
H 3.89244 -1.54095 3.62170 0.00
H 3.03187 0.16137 1.15915 0.00
H 2.58607 0.50583 2.83724 0.00
H 1.00691 -0.61603 1.80230 0.00
C 2.33445 -3.33980 -2.30548 0.00
C 1.94763 -2.26636 -1.34092 0.00
O 0.64779 -2.56609 -0.88623 0.00
H 3.29193 -3.19860 -2.80687 0.00
H 1.59719 -3.47179 -3.09740 0.00
H 2.39833 -4.31219 -1.81713 0.00
H 1.95464 -1.29576 -1.83689 0.00
H 2.60971 -2.21914 -0.47633 0.00
H 0.31528 -1.82453 -0.37522 0.00
C -6.27726 -0.99339 -0.33139 0.00
C -5.50776 0.00234 0.54188 0.01
O -4.11270 -0.29397 0.49146 0.04
H -5.88184 -0.90713 -1.34347 0.00
H -7.33700 -0.73832 -0.33020 0.00
H -6.14182 -2.01480 0.02425 0.00
H -5.83384 -0.06807 1.57958 0.00
H -5.71365 1.02194 0.21612 0.00
H -3.96106 -0.98366 1.14179 0.00
C 1.39306 -4.79046 5.18558 0.00
C 1.95328 -3.64956 4.39309 0.00
O 1.41463 -3.74374 3.06322 0.00
H 1.89083 -4.92247 6.14626 0.00
H 1.41912 -5.77737 4.72361 0.00
H 0.33681 -4.59639 5.37202 0.00
H 3.04162 -3.63316 4.33517 0.00
H 1.73550 -2.69247 4.86705 0.00
H 1.56098 -2.89535 2.63846 0.00
```


Number 1: M 920.88 g/mol, E_tot -4214.49193 Ha. Number 2: M 932.99 g/mol, E_tot -5308.34566 Ha. Number 3: M 887.88 g/mol, E_tot -6330.96974 Ha.